Below is a molecular structure, C21H15BrFMnN7O4S, with properties calculated with wB97M-V/def2-TZVPD.

CARTESIAN COORDINATES (ANGSTROEM)
O1 2.005 -0.118 -1.252
C1 -4.132 -0.476 3.628
C2 0.440 -2.417 -1.970
S1 -3.199 1.923 2.433
C3 1.861 1.123 -1.200
H1 2.079 -4.353 -2.974
C4 3.428 0.772 -3.805
C5 5.855 0.016 -2.629
C6 4.049 1.169 1.828
C7 1.671 -3.693 -3.739
H2 -4.907 0.034 4.183
O2 0.866 1.655 -0.613
H3 -0.709 -3.162 -5.034
H4 3.349 2.668 -1.093
C8 0.457 -2.967 -3.241
C9 -3.269 0.224 2.788
N1 4.595 1.954 1.172
H5 1.442 -4.287 -4.622
C10 -2.265 -0.435 2.072
H6 -1.312 -2.317 1.638
H7 -2.630 -1.867 -4.120
Br1 -3.091 -0.529 -1.560
F1 7.005 -0.364 -2.060
C11 -3.962 -1.841 3.729
H8 5.277 1.328 -1.059
C12 -1.740 -2.040 -3.533
C13 -1.640 -1.524 -2.256
C14 5.535 -0.567 -3.922
N2 3.451 0.273 2.588
C15 -2.956 -2.505 3.016
H9 2.329 2.692 -2.542
C16 -0.669 -2.762 -4.029
C17 -1.872 1.634 1.381
C18 2.375 -0.242 2.133
H10 -4.615 -2.411 4.376
H11 4.031 -0.448 -5.308
Mn1 0.220 -0.260 0.096
N3 -0.578 -1.694 -1.476
C19 5.045 0.894 -2.026
N4 -1.497 0.400 1.277
N5 1.392 -0.741 1.735
O3 6.195 -1.369 -4.543
H12 -2.847 -3.576 3.125
C20 2.874 2.051 -1.852
H13 -1.387 2.436 0.841
N6 3.863 1.301 -2.608
H14 2.447 -2.972 -4.004
C21 -2.101 -1.816 2.185
H15 1.299 -2.529 -1.319
N7 4.321 -0.088 -4.411
O4 2.354 1.042 -4.306

## Properties
- <S²> = 8.75
- E_tot (eV) = -155560.3727
- frontier orbital gap (spin up / spin down) (eV) = 8.3835 / 8.3073
- multiplicity = 6

Below is a molecular structure, C31H45As3BBrNiO2, with properties calculated with wB97M-V/def2-TZVPD.

CARTESIAN COORDINATES (ANGSTROEM)
H1 -2.931 0.077 -0.228
H2 0.907 6.616 -2.558
H3 1.124 -4.924 -1.016
H4 -0.455 -2.211 8.516
H5 -3.812 -1.423 -0.636
C1 -0.229 -2.563 6.396
H6 -2.111 4.392 -2.771
C2 0.223 -4.346 -0.795
H7 2.816 3.780 0.571
H8 -1.770 -0.931 -5.441
H9 -1.744 5.791 -3.786
H10 -0.971 -1.212 -1.649
C3 1.516 -2.211 -1.045
C4 -0.459 -1.757 7.534
H11 1.965 5.610 -3.562
H12 3.174 0.087 0.229
H13 1.332 -3.799 -3.182
O1 1.429 1.427 1.245
C5 0.394 -3.263 -3.011
H14 -2.126 -2.492 -4.697
H15 0.155 -4.236 0.290
H16 -0.892 0.199 8.247
C6 -1.589 -1.553 -4.564
H17 -3.858 -0.774 1.021
B1 0.414 0.465 1.089
C7 0.465 3.891 -1.925
As1 1.910 -1.997 0.865
As2 0.339 -1.912 -4.468
C8 -0.700 -0.425 7.381
As3 -1.662 -1.942 0.599
C9 -0.830 1.316 3.570
H18 -0.643 -4.927 -1.122
H19 -3.159 -3.936 0.062
H20 1.478 -1.187 -1.416
H21 -0.914 1.823 2.615
H22 -1.193 2.153 6.850
H23 3.956 -0.711 1.594
C10 -0.470 -0.592 4.930
H24 0.674 0.557 -4.456
H25 0.282 0.086 -2.797
C11 2.816 -3.654 1.316
C12 -0.489 -0.024 3.609
Br1 0.029 -3.072 3.647
H26 2.111 -4.451 1.540
C13 1.964 3.489 -0.030
C14 -3.240 -0.902 0.132
H27 -1.458 5.860 -2.038
C15 1.554 4.248 -1.134
C16 -1.049 -2.221 -1.246
C17 -2.602 -3.623 0.946
C18 0.053 3.814 -4.391
H28 3.430 -3.473 2.197
H29 -0.052 -3.626 6.493
H30 -3.299 -3.452 1.766
H31 1.052 3.399 -4.544
C19 0.928 5.911 -3.392
H32 -0.649 2.982 -4.309
C20 -1.409 5.215 -2.919
H33 -1.327 3.154 4.595
H34 -0.218 4.395 -5.276
H35 4.188 -1.357 -0.051
C21 -0.722 0.183 6.098
C22 1.242 2.359 0.251
H36 0.584 6.439 -4.283
H37 -0.401 -3.956 -3.310
C23 0.262 -2.984 -1.496
H38 -1.116 2.412 -2.180
H39 -1.968 -1.043 -3.681
H40 -1.916 -4.413 1.242
C24 3.482 -0.876 0.627
C25 -0.259 2.732 -1.600
H41 -1.864 -2.719 -1.781
H42 3.453 -3.947 0.481
O2 -0.380 0.828 -0.031
C26 -0.239 -1.968 5.174
C27 0.154 1.998 -0.519
H43 2.116 5.142 -1.370
H44 1.920 -0.177 -3.447
C28 -1.016 1.558 5.960
H45 2.400 -2.680 -1.489
C29 0.022 4.707 -3.141
C30 0.856 -0.190 -3.681
C31 -1.089 2.103 4.715
Ni1 0.112 -1.069 2.067

## Properties
- energy relative to the best compared isomer or geometry (same formula, charge and spin) (kcal/mol) = 5.1
- E_tot (eV) = -331251.6303
- frontier orbital gap (eV) = 7.3483

Below is 9 unconnected molecules or ions with the total composition C36H36Cl6F48O6, with properties calculated with wB97M-V/def2-TZVPD.

CARTESIAN COORDINATES (ANGSTROEM)
C1 3.170 -3.986 -0.488
C2 -2.311 -2.664 0.772
F1 2.023 -0.154 1.338
H1 5.270 4.653 0.098
C3 -4.358 0.083 -4.656
C4 -4.352 4.655 -0.673
F2 -3.595 -2.407 -1.212
F3 -3.411 5.044 -1.589
C5 5.219 1.730 2.418
H2 -5.060 -2.324 3.253
F4 3.482 -6.558 1.665
H3 -2.856 1.670 0.493
F5 -2.436 -2.427 -3.564
H4 0.743 -1.870 8.242
F6 -0.017 5.533 2.719
H5 0.953 1.312 -3.603
C6 5.745 0.693 0.252
F7 -0.933 -1.996 -6.705
H6 6.269 1.951 2.507
F8 2.814 -8.120 0.219
Cl1 5.069 5.805 2.137
H7 -6.048 -1.462 -0.237
F9 -4.436 -0.153 -3.369
C7 -0.288 -2.046 6.320
C8 0.909 -1.586 7.196
F10 -3.620 -0.700 0.203
F11 0.767 -2.314 2.402
H8 -1.340 4.351 3.547
C9 5.026 -8.113 0.626
F12 0.026 -2.632 -4.805
F13 6.189 -7.338 0.735
Cl2 0.037 3.220 -2.595
F14 -2.145 -2.092 2.034
H9 4.583 2.641 2.319
C10 -5.953 -2.143 0.630
F15 3.877 1.133 -1.017
C11 -1.014 -1.991 -5.350
H10 5.563 6.427 -0.124
H11 2.431 -4.799 -2.273
Cl3 -1.153 0.138 -2.120
H12 -4.420 -2.461 -5.207
C12 1.097 0.125 2.290
H13 -2.304 6.157 -3.911
H14 5.067 -8.697 -0.306
O1 -4.577 -2.619 0.832
C13 5.231 -0.291 4.023
F16 3.834 -3.429 -2.640
O2 0.335 -1.156 4.201
F17 -5.605 -0.223 -5.137
C14 -2.341 -2.579 -4.938
F18 -0.322 3.080 1.560
H15 -4.185 5.245 0.256
O3 5.012 0.810 1.390
C15 4.327 -4.917 -0.268
C16 -2.817 5.337 -5.930
C17 1.000 1.662 -2.545
O4 -3.406 -0.530 -5.349
F19 -5.053 2.781 0.615
C18 4.828 1.113 3.735
H16 5.188 -4.844 -0.952
H17 -2.560 4.482 -6.534
H18 -2.053 4.437 -4.120
F20 6.569 -0.397 3.851
H19 -0.895 -0.941 -4.979
F21 4.982 -0.585 5.338
C19 -1.242 4.950 2.637
F22 -5.978 -0.276 2.060
H20 0.687 -3.109 4.730
H21 -4.969 2.198 -4.256
F23 -6.620 -3.647 2.790
C20 -4.194 3.158 -0.336
F24 5.445 0.056 -1.949
C21 -0.081 -2.351 4.826
F25 3.476 -2.776 0.041
C22 4.930 5.665 0.352
C23 1.078 -1.218 3.109
H22 1.411 0.985 2.889
F26 4.990 -8.932 1.689
F27 -2.330 -3.919 -5.179
H23 -2.708 6.303 -6.381
F28 -4.422 2.464 -1.490
F29 -7.813 -1.378 1.712
C24 -3.566 -2.039 0.110
Cl4 -0.273 5.760 -5.153
F30 1.977 -2.258 6.737
Cl5 -4.591 5.074 -5.544
F31 3.441 1.042 3.890
H24 -3.369 -2.109 -6.667
F32 2.026 -4.320 0.183
F33 1.245 -0.305 7.022
C25 -6.468 -1.489 1.877
F34 2.385 -1.490 3.478
H25 1.067 -0.205 -1.491
F35 1.815 -2.870 -1.927
C26 -2.800 2.701 0.154
F36 -4.432 1.974 -6.172
H26 0.277 1.152 -0.588
H27 -6.591 -3.035 0.498
H28 -2.474 -3.738 0.862
C27 -3.527 -1.949 -5.595
H29 -2.162 2.952 -0.701
F37 -5.619 4.883 -1.124
H30 1.976 1.991 -2.213
H31 4.695 -4.795 0.774
C28 3.818 -7.158 0.546
C29 -1.983 5.407 -4.643
H32 4.730 -1.037 3.424
C30 3.495 5.788 -0.090
O5 -2.572 3.544 1.345
F38 -0.119 0.352 1.718
C31 -6.137 -2.332 3.081
H33 3.413 5.931 -1.158
C32 2.748 -3.834 -1.918
F39 6.295 1.895 -0.051
F40 -1.257 -2.479 -0.023
F41 5.211 2.008 4.671
H34 4.231 -0.681 -0.501
F42 -2.993 2.192 -4.568
F43 -0.992 4.716 0.263
Cl6 2.589 4.263 0.249
F44 -2.161 5.947 2.486
C33 4.793 0.192 -0.825
C34 -1.279 4.043 1.378
F45 6.763 -0.219 0.444
F46 -1.292 -1.118 6.576
H35 2.918 6.566 0.382
C35 -4.219 1.635 -4.879
C36 0.411 0.665 -1.550
O6 3.774 -6.248 -0.474
F47 -6.810 -1.936 4.187
H36 -1.043 -2.706 4.502
F48 -0.792 -3.220 6.753

## Properties
- E_tot (eV) = -255776.0110
- frontier orbital gap (eV) = 10.8617

Below is a gas-phase ion, C3H11N3 (charge +2), with properties calculated with wB97M-V/def2-TZVPD.

CARTESIAN COORDINATES (ANGSTROEM)
H1 1.773 1.673 0.789
C1 -0.633 0.865 -0.525
H2 -0.205 0.851 -1.489
H3 -2.722 -0.064 -0.246
H4 1.207 0.705 2.215
C2 0.985 1.174 1.293
H5 -0.047 -1.989 -1.298
H6 1.497 -2.436 -0.586
H7 -1.768 -0.420 -1.553
H8 -0.996 1.898 -0.211
H9 -1.446 -1.151 -0.159
N1 0.240 0.302 0.396
N2 -1.743 -0.148 -0.492
H10 1.766 -0.750 0.860
C3 0.830 -1.671 -0.710
N3 1.026 -0.731 0.093
H11 0.237 1.893 1.621

## Properties
- <S²> = 2.01
- energy relative to the best compared isomer or geometry (same formula, charge and spin) (kcal/mol) = 45.8
- E_tot (eV) = -7734.9418
- frontier orbital gap (spin up / spin down) (eV) = 8.2840 / 10.3232
- net charge = +2
- multiplicity = 3

Below is 9 unconnected molecules or ions with the total composition C27H76BF4N6O9, with properties calculated with wB97M-V/def2-TZVPD.

CARTESIAN COORDINATES (ANGSTROEM)
O1 8.771 -4.171 -1.149
H1 -3.629 0.188 5.489
C1 4.237 -7.951 -4.619
C2 -7.796 -0.472 0.107
H2 7.121 -5.341 -1.408
O2 -2.066 0.366 -4.577
H3 1.366 7.167 -3.222
H4 6.073 -10.920 -4.260
N1 6.665 -3.392 0.874
C3 5.862 6.373 -0.482
N2 4.340 -9.486 -2.732
H5 -4.534 4.480 -0.220
H6 7.190 -2.786 0.260
C4 -2.393 4.390 8.146
O3 0.418 -3.902 3.769
C5 -1.539 -0.391 -5.626
H7 8.602 -4.943 -3.091
H8 -2.043 5.847 -0.210
H9 3.194 -5.382 -5.229
H10 -1.321 0.363 -3.971
N3 -0.902 1.594 5.456
H11 -5.901 5.690 -0.374
H12 -5.572 -2.740 0.320
H13 -2.912 0.652 3.942
O4 -1.961 3.811 6.939
H14 1.039 5.367 -3.504
H15 2.788 -5.004 -3.624
C6 -0.567 0.538 -6.442
H16 8.387 -6.070 -0.386
H17 -9.876 0.893 2.689
C7 4.426 5.853 -0.618
H18 -5.699 9.051 2.686
C8 1.743 6.144 -3.206
H19 2.470 6.269 -4.008
H20 -2.658 1.991 7.504
O5 3.991 -6.834 -3.799
H21 -9.293 0.967 0.450
H22 -10.975 -0.765 1.443
H23 -0.706 0.754 5.982
C9 -0.941 -4.376 3.593
H24 -1.127 1.413 -6.769
C10 3.738 6.485 -1.901
F1 0.748 0.747 0.662
H25 4.187 3.988 0.313
C11 -8.993 0.349 2.353
H26 -2.935 4.940 0.738
C12 7.854 -5.150 -0.624
H27 3.552 4.051 -1.156
H28 3.497 -9.964 -3.016
F2 0.961 0.025 -1.401
H29 10.175 -5.382 -2.334
C13 -4.672 9.057 3.052
C14 9.380 -4.638 -2.392
H30 -3.849 2.959 6.440
C15 -3.399 1.033 4.839
H31 -7.009 0.278 0.187
H32 5.862 7.430 -0.216
F3 -0.690 -0.762 -0.233
H33 6.298 5.717 0.272
H34 6.471 6.280 -1.381
H35 -5.602 7.359 1.497
H36 -4.640 8.779 4.105
H37 -9.986 -1.899 1.012
H38 -5.926 -1.687 -0.929
H39 -4.507 6.185 2.345
C16 7.174 -4.741 0.691
C17 5.086 -8.952 -3.866
C18 6.120 -5.701 1.178
H40 7.827 -4.729 1.564
N4 -2.701 5.905 0.553
H41 -8.148 1.035 2.404
H42 4.685 -7.590 -5.545
C19 -6.432 -2.280 -0.167
H43 4.616 -10.714 -5.086
H44 5.905 -5.684 2.246
H45 -4.489 5.591 -1.450
C20 -2.322 1.972 5.421
H46 0.571 -3.348 3.000
H47 -7.020 -3.037 -0.686
H48 9.816 -3.734 -2.817
O6 -3.891 8.244 2.136
H49 -0.947 -1.237 -5.277
C21 -9.096 -0.002 0.908
H50 -8.919 -0.549 2.967
H51 5.678 -3.245 0.722
C22 -4.827 5.512 -0.416
B1 0.628 -0.332 -0.087
H52 -4.303 10.082 3.003
H53 -0.230 -0.120 -7.243
H54 -2.147 2.746 4.674
H55 -1.017 -5.187 2.868
H56 3.276 -8.440 -4.778
H57 -3.758 7.392 -0.367
H58 -1.993 5.389 8.319
H59 4.204 6.355 -2.877
H60 6.364 -6.739 0.948
H61 6.029 -8.539 -3.510
H62 6.118 -9.768 -5.552
H63 -3.480 4.409 8.230
H64 0.458 0.861 -4.817
C23 -3.977 6.562 0.305
F4 1.360 -1.538 0.279
C24 -4.576 7.030 1.661
O7 -7.226 -1.573 0.770
C25 -2.821 2.703 6.694
H65 5.188 -5.484 0.657
C26 5.483 -10.145 -4.751
H66 -2.352 -0.625 -6.313
H67 -1.672 -3.615 3.320
O8 2.515 5.890 -2.080
H68 3.993 -8.687 -2.222
H69 3.655 7.566 -1.787
H70 -7.915 -0.656 -0.960
H71 -1.416 -4.647 4.536
H72 3.831 6.150 0.245
H73 -2.091 3.870 9.055
N5 4.352 4.350 -0.616
H74 2.042 -6.377 -4.401
H75 -1.054 1.161 4.557
O9 0.599 1.026 -5.752
C27 2.992 -5.859 -4.269
N6 -10.226 -0.944 0.789
H76 -4.304 1.604 4.634

## Properties
- E_tot (eV) = -68145.6236
- frontier orbital gap (eV) = 8.9871
- net charge = -1

Q: Which value of E_tot does entry 2 give?
A: -331251.6303 eV